(1)
A molecular structure, C21H47N2NdO2P2 in a non-equilibrium geometry, computed with ωB97M-V with the def2-TZVPD basis set.

- net charge = +2
- HOMO level (alpha / beta) (Eh) = -0.4902 / -0.4915
- strongest force on any atom (eV/Å) = 2.5
- <S²> = 3.755
- energy above the lowest of the compared OMol25 structures with the same formula, charge and spin (kcal per mole) = 0.0
- spin multiplicity = 4

The geometry in XYZ format:
```
75
Properties=species:S:1:pos:R:3:lowdin_charge:R:1
Nd 0.8694 0.4649 0.5139 1.738
P -0.5710 -1.6227 -2.3054 1.152
P -0.1126 3.1008 0.1710 0.942
N 2.0347 0.7369 -1.3960 -0.348
C 1.1986 -1.2772 -2.8561 -0.210
H 1.8322 -2.1017 -2.4852 0.091
H 1.1681 -1.4295 -3.9508 0.095
C 2.0238 0.0202 -2.6614 -0.304
H 3.0767 -0.2715 -2.8782 0.129
H 1.7646 0.7265 -3.4765 0.114
C 1.9733 2.1740 -1.6694 -0.359
H 1.2508 2.3791 -2.4889 0.112
H 2.9481 2.5103 -2.0834 0.129
C 1.6564 3.1115 -0.4828 -0.350
H 1.7449 4.1428 -0.8480 0.093
H 2.3875 2.9950 0.3421 0.082
C 0.1813 3.7174 1.8888 -0.551
C 0.7836 2.5606 2.7116 -0.167
H 1.7659 2.2200 2.3282 0.047
H 0.0889 1.6976 2.7868 0.056
H 0.9777 2.8877 3.7401 0.104
C -1.0733 4.2809 -0.7900 -0.547
C -2.5765 4.0448 -0.5552 -0.102
H -3.1585 4.6299 -1.2761 0.094
H -2.8861 4.3448 0.4530 0.068
H -2.8361 2.9869 -0.6908 0.071
C -1.6681 -2.4243 -3.5286 -0.490
C -2.8724 -3.0931 -2.8469 -0.084
H -3.6441 -3.2696 -3.6074 0.103
H -3.3466 -2.4824 -2.0708 0.061
H -2.6089 -4.0620 -2.4033 0.081
C -0.1231 -2.8113 -0.9513 -0.501
C -1.1707 -2.8949 0.1562 -0.101
H -0.7058 -3.3406 1.0451 0.077
H -2.0186 -3.5263 -0.1499 0.091
H -1.5568 -1.9086 0.4505 0.060
C -1.8777 -0.4774 -1.5229 -0.392
C -0.6132 5.7226 -0.5534 -0.096
H 0.3905 5.8009 -0.1147 0.069
H -0.5795 6.2417 -1.5198 0.093
H -1.3168 6.2676 0.0869 0.084
C -1.0255 -3.3643 -4.5556 -0.086
H -1.8162 -3.7108 -5.2365 0.097
H -0.2645 -2.8608 -5.1631 0.079
H -0.5821 -4.2508 -4.0857 0.072
C 0.2513 -4.1862 -1.5022 -0.086
H 0.6715 -4.7828 -0.6792 0.100
H -0.6204 -4.7321 -1.8878 0.078
H 1.0178 -4.1384 -2.2875 0.082
C -1.0965 4.2851 2.5107 -0.095
H -1.9334 3.5760 2.4540 0.088
H -0.9254 4.5046 3.5713 0.092
H -1.4188 5.2231 2.0442 0.073
H 0.9196 4.5280 1.7791 0.118
H 0.8000 -2.3704 -0.5188 0.086
H -0.8559 4.0091 -1.8386 0.117
H -2.0297 -1.5372 -4.0817 0.124
O -1.1896 0.1984 -0.5018 -0.535
H -2.5071 0.0842 -2.2361 0.102
H -2.8403 -0.9798 -1.2452 0.091
C 1.6984 -2.7821 5.2265 -0.005
N 1.0719 -2.1483 4.0709 -0.107
C -0.3801 -1.9847 4.0591 0.007
C 1.7646 -1.7366 3.0222 -0.436
C 3.2370 -1.9161 2.9465 0.041
O 1.1402 -1.1482 2.0654 -0.261
H 0.9167 -2.9652 5.9619 0.098
H 2.4633 -2.1340 5.6707 0.112
H 2.1605 -3.7370 4.9481 0.112
H -0.6773 -0.9298 3.9520 0.103
H -0.8543 -2.5656 3.2554 0.094
H -0.7517 -2.3534 5.0148 0.098
H 3.5055 -2.3519 1.9750 0.110
H 3.7380 -0.9408 3.0415 0.115
H 3.6119 -2.5735 3.7393 0.086
```

---

(2)
C3H5NO2 in the gas phase, computed with ωB97M-V with the def2-TZVPD basis set.

- net charge = 0
- structure (SMILES) = [H]/N=C1/COCO1
- HOMO level (Eh) = -0.3770
- strongest force on any atom (eV/Å) = 0.4
- energy above the lowest of the compared OMol25 structures with the same formula, charge and spin (kcal per mole) = 34.2
- spin multiplicity = 1

The geometry in XYZ format:
```
11
Properties=species:S:1:pos:R:3:nbo_charge:R:1
H -1.2703 -1.4543 -1.7885 0.349
N -0.9754 -0.4779 -1.8667 -0.656
C -0.5221 -0.1492 -0.7413 0.526
C 0.1380 1.1279 -0.3014 -0.152
O 1.0870 0.6418 0.6386 -0.515
C 0.5424 -0.5241 1.2058 0.232
O -0.4795 -0.9831 0.3379 -0.513
H 0.6513 1.6409 -1.1144 0.221
H -0.5873 1.8146 0.1656 0.190
H 1.3123 -1.3007 1.2720 0.167
H 0.1035 -0.3360 2.1925 0.151
```